--- a ---
{
  "formula": "CCl4OS",
  "method": "ωB97M-V/def2-TZVPD",
  "symbols": ["C", "O", "S", "Cl", "Cl", "Cl", "Cl"],
  "positions_angstrom": [[0.971, 0.226, 0.063], [-1.421, -1.717, -0.078], [-1.385, -0.474, 0.642], [1.401, -0.978, -1.093], [0.853, 1.835, -0.577], [1.870, 0.152, 1.548], [-2.290, 0.957, -0.504]],
  "mulliken_charge": [0.20, -0.39, 0.58, -0.06, -0.09, -0.11, -0.13],
  "mol_weight_g_mol": 201.9,
  "lumo_energy_ev": [-1.38, -1.38],
  "orbital_gap_ev": [7.698, 7.717],
  "total_charge": 0,
  "e_homo_ev": [-9.083, -9.101]
}

---

--- b ---
{
  "formula": "CCl4OS",
  "method": "ωB97M-V/def2-TZVPD",
  "symbols": ["C", "O", "S", "Cl", "Cl", "Cl", "Cl"],
  "positions_angstrom": [[1.573, 0.147, 0.442], [-1.364, -1.831, -0.224], [-1.138, -0.561, 0.354], [2.478, -0.755, -0.612], [2.133, 1.766, 0.576], [-3.029, 0.271, 0.556], [-0.654, 0.964, -1.090]],
  "mulliken_charge": [0.03, -0.35, 0.70, 0.01, -0.04, -0.20, -0.15],
  "mol_weight_g_mol": 201.9,
  "lumo_energy_ev": -1.38,
  "orbital_gap_ev": 8.336,
  "total_charge": 0,
  "e_homo_ev": -9.719
}

---

Stability summary: most stable a, least stable b.

---

--- a ---
{
  "formula": "C9H14",
  "method": "ωB97M-V/def2-TZVPD",
  "symbols": ["C", "C", "H", "H", "H", "H", "H", "H", "C", "C", "C", "C", "C", "C", "C", "H", "H", "H", "H", "H", "H", "H", "H"],
  "positions_angstrom": [[-2.055, -1.701, 1.361], [-1.229, -0.594, 2.242], [-2.334, -1.333, 0.359], [-1.395, -2.654, 1.382], [-2.984, -2.035, 1.894], [-0.622, 0.111, 1.757], [-0.591, -1.197, 2.921], [-2.093, -0.064, 2.773], [2.328, -0.937, -1.531], [-0.894, 0.750, -0.656], [-0.423, 2.100, -0.553], [-0.035, -0.288, -0.965], [1.295, 0.068, -1.145], [0.953, 2.407, -0.646], [1.877, 1.398, -1.049], [-2.028, 0.556, -0.237], [-1.077, 2.873, -0.251], [-0.450, -1.210, -1.159], [1.137, 3.419, -0.509], [2.879, -0.431, -2.343], [1.912, -1.802, -1.858], [2.876, 1.694, -1.102], [2.953, -1.133, -0.683]],
  "lowdin_spin": [0.00, 0.00, 0.00, 0.00, 0.00, 0.00, 0.00, 0.00, 0.05, 0.15, 0.29, 0.02, 0.23, 0.00, 0.21, 0.00, 0.01, 0.00, 0.00, 0.01, 0.00, 0.01, 0.02],
  "mol_weight_g_mol": 122.2,
  "lumo_energy_ev": [-4.47, -8.24],
  "orbital_gap_ev": [10.010, 6.238],
  "total_charge": 1,
  "spin_multiplicity": 2,
  "e_homo_ev": [-14.482, -14.479]
}

---

--- b ---
{
  "formula": "C9H14",
  "method": "ωB97M-V/def2-TZVPD",
  "symbols": ["C", "C", "H", "H", "H", "H", "H", "H", "C", "C", "C", "C", "C", "C", "C", "H", "H", "H", "H", "H", "H", "H", "H"],
  "positions_angstrom": [[-2.628, 0.103, -0.052], [-2.717, -1.022, 1.031], [-3.125, 0.971, 0.382], [-1.690, 0.414, -0.099], [-3.003, -0.076, -1.031], [-2.747, -1.976, 0.498], [-3.622, -0.978, 1.725], [-1.726, -0.989, 1.715], [0.313, 2.374, -0.074], [1.069, 0.527, -1.422], [0.662, 0.965, -0.166], [1.527, -0.855, -1.388], [0.581, 0.183, 1.038], [1.650, -1.522, -0.200], [1.142, -1.088, 0.934], [1.176, 1.313, -2.239], [1.838, -1.283, -2.337], [-0.801, 2.568, 0.272], [0.261, 3.039, -0.930], [0.099, 0.590, 1.868], [1.753, -2.704, -0.329], [0.989, -1.840, 1.732], [1.001, 2.953, 0.562]],
  "lowdin_spin": [0.01, 0.00, 0.00, 0.01, 0.00, 0.00, 0.00, 0.00, 0.04, -0.01, 0.19, 0.20, 0.31, 0.18, 0.02, 0.00, 0.01, 0.02, 0.00, 0.01, 0.00, 0.00, 0.02],
  "mol_weight_g_mol": 122.2,
  "lumo_energy_ev": [-4.56, -8.44],
  "orbital_gap_ev": [10.137, 6.236],
  "total_charge": 1,
  "spin_multiplicity": 2,
  "e_homo_ev": [-14.701, -14.679]
}

---

--- c ---
{
  "formula": "C9H14",
  "method": "ωB97M-V/def2-TZVPD",
  "symbols": ["C", "C", "C", "C", "C", "C", "C", "H", "H", "H", "H", "H", "H", "H", "H", "C", "C", "H", "H", "H", "H", "H", "H"],
  "positions_angstrom": [[-0.910, -1.793, 1.134], [0.397, 0.268, 1.685], [-0.693, -0.320, 0.981], [0.700, 1.528, 1.228], [-0.196, 2.259, 0.437], [-1.579, 0.337, 0.105], [-1.406, 1.712, -0.052], [1.049, -0.382, 2.232], [1.627, 2.004, 1.546], [0.037, -2.361, 1.135], [-1.744, -2.283, 0.646], [-0.040, 3.303, 0.191], [-2.421, -0.086, -0.440], [-2.100, 2.352, -0.571], [-1.130, -1.813, 2.230], [1.104, -2.055, -2.197], [1.903, -0.747, -2.279], [0.853, -2.510, -3.126], [1.753, -2.627, -1.528], [0.124, -1.909, -1.697], [2.798, -0.889, -2.917], [1.344, -0.040, -2.899], [2.102, -0.271, -1.322]],
  "lowdin_spin": [0.07, 0.09, 0.26, 0.06, 0.30, 0.11, 0.04, 0.00, 0.00, 0.02, 0.00, 0.01, 0.00, 0.00, 0.03, 0.00, 0.00, 0.00, 0.00, 0.00, 0.00, 0.00, 0.00],
  "mol_weight_g_mol": 122.2,
  "lumo_energy_ev": [-4.26, -8.19],
  "orbital_gap_ev": [10.178, 6.246],
  "total_charge": 1,
  "spin_multiplicity": 2,
  "e_homo_ev": [-14.435, -14.438]
}

---

Stability summary: most stable c, least stable b.

---

--- a ---
{
  "formula": "C20H28N2OsSi",
  "method": "ωB97M-V/def2-TZVPD",
  "symbols": ["C", "C", "C", "H", "C", "C", "H", "H", "H", "H", "Os", "C", "H", "H", "H", "Si", "C", "C", "H", "C", "H", "C", "H", "C", "H", "C", "H", "C", "C", "H", "C", "H", "C", "H", "C", "H", "C", "H", "H", "H", "N", "C", "C", "N", "H", "H", "H", "H", "H", "H", "H", "H"],
  "positions_angstrom": [[1.192, -3.029, -0.525], [1.058, -1.977, -1.501], [2.339, -1.314, -1.608], [0.164, -1.750, -2.080], [3.280, -1.957, -0.733], [2.578, -3.017, -0.058], [3.020, -3.723, 0.655], [0.412, -3.733, -0.222], [2.562, -0.513, -2.314], [4.343, -1.731, -0.629], [1.574, -1.159, 0.341], [-1.712, 4.889, 0.368], [-0.617, 4.922, 0.476], [-1.985, 4.948, -0.701], [-2.108, 3.959, 0.804], [-0.112, 0.691, 0.069], [-1.921, 0.130, 0.334], [-2.385, -1.034, -0.283], [-1.733, -1.617, -0.937], [-3.708, -1.495, -0.063], [-4.049, -2.410, -0.559], [-4.569, -0.797, 0.788], [-5.582, -1.159, 0.970], [-4.110, 0.377, 1.405], [-4.778, 0.932, 2.073], [-2.801, 0.845, 1.174], [-2.472, 1.764, 1.660], [-0.072, 1.284, -1.737], [-1.221, 1.346, -2.547], [-2.202, 1.112, -2.127], [-1.130, 1.682, -3.913], [-2.036, 1.702, -4.526], [0.107, 1.995, -4.487], [0.177, 2.262, -5.544], [1.253, 1.967, -3.687], [2.229, 2.215, -4.115], [1.160, 1.621, -2.323], [2.079, 1.588, -1.729], [-0.092, 1.962, 0.845], [-2.155, 5.758, 0.902], [2.215, -0.058, 2.327], [2.870, -1.134, 3.270], [1.906, -2.182, 3.601], [1.431, -2.525, 2.210], [1.202, 0.386, 2.365], [2.221, 0.716, 2.990], [3.670, -1.533, 2.676], [3.191, -0.672, 4.154], [2.308, -3.057, 3.980], [1.066, -1.824, 4.162], [1.434, -3.539, 2.034], [0.509, -2.114, 2.310]],
  "lowdin_spin": [0.12, 0.03, 0.08, 0.00, 0.10, 0.13, 0.00, 0.02, 0.01, 0.01, 2.08, 0.00, 0.00, 0.00, 0.00, 0.09, 0.03, 0.02, 0.00, 0.00, 0.00, 0.01, 0.00, 0.01, 0.00, 0.00, 0.00, 0.11, 0.32, 0.01, 0.08, 0.00, 0.08, 0.00, 0.27, 0.01, 0.04, 0.00, 0.01, 0.00, 0.09, 0.01, 0.02, 0.17, 0.01, 0.01, 0.00, 0.00, 0.00, 0.00, 0.00, 0.02],
  "mol_weight_g_mol": 514.8,
  "lumo_energy_ev": [-6.00, -10.45],
  "orbital_gap_ev": [6.895, 4.012],
  "total_charge": 2,
  "spin_multiplicity": 5,
  "e_homo_ev": [-12.894, -14.466]
}

---

--- b ---
{
  "formula": "C20H28N2OsSi",
  "method": "ωB97M-V/def2-TZVPD",
  "symbols": ["C", "C", "C", "H", "C", "C", "H", "H", "H", "H", "Os", "C", "H", "H", "H", "Si", "C", "C", "H", "C", "H", "C", "H", "C", "H", "C", "H", "C", "C", "H", "C", "H", "C", "H", "C", "H", "C", "H", "H", "H", "N", "C", "C", "N", "H", "H", "H", "H", "H", "H", "H", "H"],
  "positions_angstrom": [[0.435, 1.694, 2.816], [0.949, 0.376, 2.548], [2.277, 0.533, 2.019], [0.416, -0.569, 2.702], [2.602, 1.919, 2.012], [1.472, 2.635, 2.490], [1.452, 3.709, 2.666], [-0.558, 1.899, 3.228], [2.950, -0.285, 1.767], [3.579, 2.344, 1.762], [0.868, 1.479, 0.825], [-0.310, -3.002, -4.200], [0.638, -2.457, -4.268], [-0.164, -3.933, -3.641], [-1.066, -2.385, -3.702], [0.058, -0.322, -0.536], [-1.807, -0.626, -0.327], [-2.328, -0.714, 0.973], [-1.666, -0.628, 1.841], [-3.698, -0.919, 1.180], [-4.083, -0.975, 2.201], [-4.563, -1.047, 0.086], [-5.635, -1.186, 0.249], [-4.044, -0.993, -1.215], [-4.719, -1.098, -2.069], [-2.671, -0.796, -1.424], [-2.265, -0.773, -2.440], [0.900, -1.953, 0.002], [0.166, -3.091, 0.372], [-0.922, -3.090, 0.275], [0.817, -4.224, 0.885], [0.227, -5.085, 1.207], [2.212, -4.254, 0.992], [2.719, -5.134, 1.399], [2.956, -3.144, 0.571], [4.047, -3.151, 0.641], [2.304, -2.015, 0.061], [2.901, -1.160, -0.270], [0.244, -0.302, -2.015], [-0.656, -3.243, -5.214], [1.164, 2.836, -1.466], [1.130, 4.225, -1.024], [-0.145, 4.475, -0.287], [-0.363, 3.423, 0.735], [0.236, 2.412, -1.328], [1.580, 2.630, -2.369], [1.978, 4.361, -0.340], [1.258, 4.868, -1.902], [-0.098, 5.470, 0.200], [-1.018, 4.505, -0.947], [-0.516, 3.849, 1.660], [-1.240, 2.909, 0.619]],
  "lowdin_spin": [0.13, 0.05, 0.08, 0.01, 0.13, 0.11, 0.00, 0.02, 0.01, 0.01, 2.10, 0.00, 0.00, 0.00, 0.00, 0.19, 0.05, 0.02, 0.00, 0.00, 0.00, 0.02, 0.00, 0.01, 0.00, 0.01, 0.00, 0.22, 0.08, 0.00, 0.05, 0.00, 0.23, 0.01, 0.03, 0.00, 0.10, 0.00, 0.05, 0.00, 0.11, 0.01, 0.01, 0.12, 0.01, 0.00, 0.00, 0.00, 0.00, 0.00, 0.00, 0.01],
  "mol_weight_g_mol": 514.8,
  "lumo_energy_ev": [-5.98, -10.32],
  "orbital_gap_ev": [7.373, 4.309],
  "total_charge": 2,
  "spin_multiplicity": 5,
  "e_homo_ev": [-13.352, -14.625]
}

---

Stability summary: most stable b, least stable a.

---

--- a ---
{
  "formula": "C4H24N2O6S",
  "method": "ωB97M-V/def2-TZVPD",
  "symbols": ["N", "C", "N", "C", "C", "C", "S", "H", "H", "H", "H", "H", "H", "H", "H", "H", "H", "H", "H", "O", "H", "H", "O", "H", "H", "O", "H", "H", "O", "H", "H", "O", "H", "H", "O", "H", "H"],
  "positions_angstrom": [[-1.061, 0.228, 1.227], [0.297, 0.732, 1.234], [1.249, 0.028, 0.380], [2.161, 0.911, -0.350], [2.477, 0.463, -1.775], [1.463, 0.720, -2.911], [1.370, 2.482, -3.258], [-1.282, -0.030, 0.265], [-1.124, -0.670, 1.689], [0.288, 1.819, 1.112], [0.625, 0.662, 2.283], [0.763, -0.504, -0.291], [1.793, 1.945, -0.379], [3.090, 0.980, 0.223], [3.475, 0.724, -2.114], [2.603, -0.625, -1.654], [1.928, 0.172, -3.721], [0.500, 0.268, -2.707], [2.151, 3.021, -2.310], [-2.810, -1.965, 0.534], [-2.204, -2.330, 1.209], [-3.641, -1.818, 1.009], [-0.919, -2.931, 2.310], [0.020, -2.678, 2.296], [-1.024, -3.576, 3.008], [1.891, -3.017, 1.545], [2.516, -2.272, 1.561], [1.554, -3.103, 0.649], [-1.142, -0.787, -1.903], [-1.646, -0.197, -2.483], [-1.821, -1.452, -1.693], [-1.865, 1.959, -1.551], [-1.680, 2.900, -1.543], [-2.142, 1.798, -0.643], [-2.957, 2.206, 2.912], [-2.269, 2.365, 3.579], [-2.630, 1.570, 2.260]],
  "mulliken_charge": [-0.45, -0.66, -0.05, -0.31, -1.39, 0.53, -0.24, 0.30, 0.22, 0.26, 0.40, 0.15, 0.23, 0.25, 0.49, 0.39, 0.37, -0.31, 0.09, -0.62, 0.35, 0.31, -0.67, 0.34, 0.29, -0.69, 0.32, 0.33, -0.68, 0.26, 0.25, -0.56, 0.28, 0.29, -0.71, 0.30, 0.37],
  "mol_weight_g_mol": 228.3,
  "smiles": "NCNCCCS.O.O.O.O.O.O",
  "lumo_energy_ev": 0.39,
  "orbital_gap_ev": 9.232,
  "total_charge": 0,
  "e_homo_ev": -8.841
}

---

--- b ---
{
  "formula": "C4H24N2O6S",
  "method": "ωB97M-V/def2-TZVPD",
  "symbols": ["N", "C", "C", "N", "C", "C", "S", "H", "H", "H", "H", "H", "H", "H", "H", "H", "H", "H", "H", "O", "H", "H", "O", "H", "H", "O", "H", "H", "O", "H", "H", "O", "H", "H", "O", "H", "H"],
  "positions_angstrom": [[-2.152, -0.248, 2.269], [-0.983, -1.142, 2.104], [-0.635, -1.296, 0.608], [-1.780, -1.875, -0.052], [0.559, -2.288, 0.528], [1.913, -1.721, 1.003], [2.438, -0.295, 0.018], [-1.884, 0.545, 2.846], [-2.886, -0.700, 2.802], [-0.144, -0.647, 2.635], [-1.128, -2.155, 2.513], [-0.306, -0.315, 0.258], [-2.559, -2.185, 0.507], [-2.100, -1.332, -0.836], [0.668, -2.638, -0.518], [0.422, -3.257, 1.063], [2.719, -2.450, 0.875], [1.799, -1.425, 2.042], [1.574, 0.714, 0.367], [1.852, -1.000, -2.934], [0.873, -1.050, -2.990], [2.179, -1.897, -3.096], [-0.975, -0.141, -2.649], [-1.633, -0.272, -3.331], [-1.440, 0.291, -1.892], [0.189, 3.121, 0.283], [0.814, 3.710, -0.195], [0.266, 2.348, -0.308], [0.555, 2.101, -2.278], [0.765, 1.236, -1.896], [1.457, 2.346, -2.516], [-2.353, 0.973, -0.669], [-2.453, 1.942, -0.758], [-2.500, 0.727, 0.263], [-0.593, 2.299, 2.685], [-0.490, 2.880, 1.898], [0.327, 2.145, 2.937]],
  "mulliken_charge": [-0.48, -1.02, 1.59, -0.50, -1.03, -0.63, -0.15, 0.23, 0.19, 0.29, 0.36, -0.58, 0.23, 0.30, 0.28, 0.30, 0.41, 0.34, 0.04, -0.59, 0.29, 0.30, -0.55, 0.24, 0.32, -0.66, 0.30, 0.35, -0.63, 0.22, 0.34, -0.67, 0.27, 0.31, -0.64, 0.33, 0.30],
  "mol_weight_g_mol": 228.3,
  "smiles": "NC[C@H](N)CCS.O.O.O.O.O.O",
  "lumo_energy_ev": 0.38,
  "orbital_gap_ev": 8.945,
  "total_charge": 0,
  "e_homo_ev": -8.567
}

---

Stability summary: most stable b, least stable a.